(P)
12
Properties=species:S:1:pos:R:3 method="wB97M-V/def2-TZVPD" smiles="Cc1coc(=O)[nH]1" charge=0 homo_lumo_gap_ev=9.49
C -1.55 -0.37 -0.67
C -0.19 0.10 -0.26
C 0.26 1.31 0.04
O 1.58 1.24 0.49
C 1.80 -0.08 0.76
O 2.60 -0.48 1.55
N 0.87 -0.79 0.01
H -1.52 -0.94 -1.61
H -2.01 -1.01 0.09
H -2.21 0.48 -0.84
H -0.27 2.23 0.24
H 0.69 -1.74 0.28

***

(Q)
12
Properties=species:S:1:pos:R:3 method="wB97M-V/def2-TZVPD" charge=0 homo_lumo_gap_ev=9.28
N -2.24 -0.31 -0.41
C -0.93 -0.02 -0.12
C 0.25 -0.63 -0.23
C 1.27 0.41 0.12
O 2.36 0.06 0.92
C 0.50 1.61 0.63
O -0.76 1.31 0.36
H -2.91 0.20 0.15
H -2.45 -1.30 -0.47
H 0.43 -1.64 -0.58
H 2.87 -0.61 0.44
H 1.61 0.93 -0.81

***

Relative stability in eV, measured from the most stable structure: (P) 0.000; (Q) 3.379

***

(P)
12
Properties=species:S:1:pos:R:3 method="wB97M-V/def2-TZVPD" charge=0 homo_lumo_gap_ev="7.53 / 7.53"
N -2.31 -0.80 -0.22
C -1.30 -0.37 0.51
C 0.04 -0.57 -0.01
C 1.11 0.23 0.15
O 2.40 -0.22 0.11
C 0.99 1.70 0.20
O -0.04 2.26 -0.11
H -3.24 -0.77 0.19
H -2.28 -1.12 -1.19
H 0.32 -1.45 -0.57
H 2.40 -1.13 0.45
H 1.91 2.24 0.48

***

(Q)
12
Properties=species:S:1:pos:R:3 method="wB97M-V/def2-TZVPD" charge=0 homo_lumo_gap_ev=9.73
O 1.20 -0.40 2.18
C 0.28 0.21 1.70
C 0.20 0.59 0.22
C 0.90 -0.28 -0.69
N -0.78 -1.33 -1.30
C -1.64 -0.54 -1.10
O -0.89 1.16 -0.19
H -0.59 0.56 2.29
H 1.31 1.08 -0.02
H 1.01 0.07 -1.71
H 1.64 -0.97 -0.29
H -2.63 -0.14 -1.08

***

(R)
12
Properties=species:S:1:pos:R:3 method="wB97M-V/def2-TZVPD" charge=0 homo_lumo_gap_ev=11.59
O 1.62 -0.12 0.01
C 0.93 -1.03 -0.78
C -0.19 -1.18 0.13
C 0.58 -0.23 1.03
N -1.71 3.08 0.24
C -1.43 2.22 -0.47
O -0.34 -0.51 -1.14
H 1.46 -1.65 -1.50
H -0.88 -1.99 0.37
H 0.99 -0.71 1.92
H 0.12 0.74 1.27
H -1.14 1.38 -1.09

***

(S)
12
Properties=species:S:1:pos:R:3 method="wB97M-V/def2-TZVPD" charge=0 homo_lumo_gap_ev=9.75
C -1.51 -0.39 -0.59
C -0.10 0.04 -0.41
C 0.40 1.28 -0.21
O 1.79 1.17 0.04
C 1.69 0.00 0.72
O 1.89 -0.12 1.89
N 0.96 -0.88 -0.16
H -1.62 -0.99 -1.50
H -1.85 -0.99 0.26
H -2.14 0.50 -0.68
H -0.04 1.95 0.52
H 0.65 -1.73 0.31

***

Relative stability in eV, measured from the most stable structure: (P) 1.454; (Q) 2.652; (R) 1.524; (S) 0.000

***

(P)
12
Properties=species:S:1:pos:R:3 method="wB97M-V/def2-TZVPD" smiles="CC=C=N.O=C=O" charge=0 homo_lumo_gap_ev=9.65
C -1.25 -0.98 0.69
C -1.13 -0.04 -0.51
C -0.42 1.04 -0.65
N 0.54 1.76 -0.79
H -0.60 -0.71 1.58
H -1.01 -1.84 0.10
H -2.20 -0.98 1.15
H -1.99 0.00 -1.18
H 0.44 2.60 -0.30
O 2.70 -0.14 -1.14
C 2.55 -0.28 -0.04
O 2.36 -0.44 1.08

***

(Q)
12
Properties=species:S:1:pos:R:3 method="wB97M-V/def2-TZVPD" charge=0 homo_lumo_gap_ev="7.65 / 7.65"
N -2.31 -0.83 -0.18
C -1.30 -0.23 0.40
C 0.03 -0.55 -0.11
C 1.11 0.23 0.12
O 2.40 -0.20 0.12
C 1.00 1.71 0.24
O 0.12 2.32 -0.33
H -3.23 -0.70 0.22
H -2.31 -1.36 -1.05
H 0.29 -1.46 -0.65
H 2.40 -1.14 0.38
H 1.79 2.21 0.83

***

(R)
12
Properties=species:S:1:pos:R:3 method="wB97M-V/def2-TZVPD" smiles="O=C[C@H]1CN=CO1" charge=0 homo_lumo_gap_ev=10.76
O -1.82 -0.28 1.21
C -1.43 -0.47 0.09
C -0.38 0.41 -0.65
C 0.51 1.09 0.37
N 1.23 -0.09 0.91
C 1.15 -0.96 0.00
O 0.48 -0.63 -1.15
H -1.62 -1.42 -0.46
H -0.78 1.02 -1.47
H 1.23 1.79 -0.08
H -0.06 1.60 1.15
H 1.44 -2.00 0.07

***

(S)
12
Properties=species:S:1:pos:R:3 method="wB97M-V/def2-TZVPD" charge=0 homo_lumo_gap_ev=8.29
O 0.26 -0.18 -1.56
C -0.78 -0.92 -1.19
C -1.29 -0.74 0.02
C -0.47 0.17 0.89
N 0.32 0.85 -0.11
C 1.69 0.96 0.08
O 2.23 0.95 1.16
H -1.13 -1.69 -1.86
H -2.19 -1.19 0.36
H 0.15 -0.34 1.64
H -1.14 0.85 1.41
H 2.21 1.14 -0.86

***

Relative stability in eV, measured from the most stable structure: (P) 0.000; (Q) 1.950; (R) 0.104; (S) 2.100

***

(P)
12
Properties=species:S:1:pos:R:3 method="wB97M-V/def2-TZVPD" smiles="O=C[C@H]1CN=CO1" charge=0 homo_lumo_gap_ev=10.96
O -2.56 0.84 0.03
C -1.69 0.02 0.15
C -0.43 0.08 -0.64
C 0.49 0.75 0.49
N 1.74 0.01 0.41
C 1.49 -1.00 -0.31
O 0.25 -1.16 -0.85
H -1.59 -0.67 1.01
H -0.61 0.51 -1.64
H 0.61 1.83 0.41
H 0.09 0.57 1.51
H 2.21 -1.77 -0.57

***

(Q)
12
Properties=species:S:1:pos:R:3 method="wB97M-V/def2-TZVPD" smiles="O=CC(=O)[C@H]1CN1" charge=0 homo_lumo_gap_ev=7.93
O 2.43 0.10 -0.54
C 1.50 0.13 -1.36
C -0.07 0.11 -1.30
O -0.79 -0.20 -2.26
C -0.84 0.23 0.15
C -0.73 -0.61 1.45
N -0.17 0.72 1.27
H 1.80 0.40 -2.48
H -1.95 0.47 -0.13
H -1.72 -0.62 2.18
H -0.16 -1.62 1.74
H 0.70 0.89 1.27

***

(R)
12
Properties=species:S:1:pos:R:3 method="wB97M-V/def2-TZVPD" smiles="O=C1NC[C@H]2O[C@@H]12" charge=0 homo_lumo_gap_ev=10.56
O -1.73 0.40 -1.87
C -0.86 0.21 -1.04
N -0.11 1.16 -0.41
C 0.78 0.68 0.63
C 0.41 -0.79 0.72
O -0.97 -1.08 0.93
C -0.47 -1.11 -0.41
H -0.13 2.12 -0.73
H 0.63 1.19 1.59
H 1.83 0.78 0.34
H 1.08 -1.50 1.19
H -0.46 -2.05 -0.95

***

Relative stability in eV, measured from the most stable structure: (P) 0.415; (Q) 3.595; (R) 0.000

***

(P)
12
Properties=species:S:1:pos:R:3 method="wB97M-V/def2-TZVPD" charge=0 homo_lumo_gap_ev=9.77
O 1.72 1.71 0.98
C 1.82 0.58 0.57
C 0.62 -0.11 -0.03
O 0.92 -1.12 -0.88
N -0.11 -1.21 0.53
C -1.36 -0.76 -0.17
C -0.76 0.64 -0.26
H 2.80 0.05 0.53
H -2.27 -0.96 0.41
H -1.43 -1.26 -1.14
H -0.84 1.20 -1.18
H -1.07 1.25 0.61

***

(Q)
12
Properties=species:S:1:pos:R:3 method="wB97M-V/def2-TZVPD" smiles="O=CC(=O)N1CC1" charge=0 homo_lumo_gap_ev=9.58
O 2.06 0.59 1.90
C 2.13 0.21 0.77
C 0.92 -0.02 -0.14
O 1.12 -0.37 -1.28
N -0.34 0.22 0.45
C -1.37 -0.76 0.03
C -1.38 0.60 -0.52
H 3.09 -0.01 0.25
H -2.05 -1.04 0.83
H -1.04 -1.55 -0.63
H -1.07 0.72 -1.55
H -2.07 1.35 -0.13

***

Relative stability in eV, measured from the most stable structure: (P) 2.606; (Q) 0.000

***

(P)
12
Properties=species:S:1:pos:R:3 method="wB97M-V/def2-TZVPD" smiles="O=C1OC[C@@H]2N[C@H]12" charge=0 homo_lumo_gap_ev=10.85
O -2.57 -0.28 -0.14
C -1.36 -0.06 -0.06
O -0.89 1.14 -0.31
C 0.57 1.23 -0.09
C 0.96 -0.21 0.03
N 0.52 -1.28 -0.80
C -0.30 -0.92 0.58
H 0.53 1.47 1.10
H 0.87 2.14 -0.75
H 1.98 -0.34 0.66
H 0.01 -1.21 -1.61
H -0.31 -1.68 1.38

***

(Q)
12
Properties=species:S:1:pos:R:3 method="wB97M-V/def2-TZVPD" charge=0 homo_lumo_gap_ev=7.59
C 1.08 -0.05 -0.01
C 0.60 1.26 0.00
C -0.86 1.24 -0.06
C -1.22 -0.10 0.04
H 3.14 -0.32 -0.06
H 1.50 1.95 0.18
H -1.63 1.92 -0.29
H -2.38 -1.68 -0.15
H 0.03 -1.94 0.66
N -0.05 -0.83 -0.32
O 2.23 -0.80 -0.02
O -2.45 -0.66 0.03

***

(R)
12
Properties=species:S:1:pos:R:3 method="wB97M-V/def2-TZVPD" smiles="O=C=NC[C@@H]1CO1" charge=0 homo_lumo_gap_ev=11.16
O 1.32 2.37 -0.25
C 1.40 1.20 -0.39
N 1.55 0.01 -0.48
C 0.52 -1.01 -0.64
C -0.83 -0.58 -0.05
C -0.86 0.54 0.89
O -1.08 -0.78 1.33
H 0.86 -1.94 -0.18
H 0.40 -1.19 -1.71
H -1.70 -0.80 -0.66
H 0.10 0.92 1.24
H -1.67 1.26 0.89

***

Relative stability in eV, measured from the most stable structure: (P) 1.427; (Q) 2.519; (R) 0.000

***

(P)
16
Properties=species:S:1:pos:R:3 method="wB97M-V/def2-TZVPD" s2=0.754 multiplicity=2 charge=+1 homo_lumo_gap_ev="12.93 / 5.19"
C 0.96 -1.76 -0.01
C -0.31 -1.86 -0.88
H 1.88 -2.16 -0.46
H 1.08 -0.71 0.19
H 1.03 -2.42 0.86
H -1.02 -2.42 -0.30
H -0.80 -0.94 -1.24
H -0.07 -2.38 -1.80
C -0.81 2.12 0.95
C 0.13 1.57 -0.07
H -1.28 1.29 1.49
H -0.09 2.65 1.64
H -1.60 2.82 0.69
H -0.38 0.58 -0.34
H 1.10 1.05 0.15
H 0.33 2.23 -0.92

***

(Q)
16
Properties=species:S:1:pos:R:3 method="wB97M-V/def2-TZVPD" s2=0.753 multiplicity=2 charge=+1 homo_lumo_gap_ev="12.91 / 4.20"
C -0.81 1.31 2.39
C -0.33 1.12 1.02
H -1.91 1.20 2.43
H -0.50 0.52 3.12
H -0.44 2.26 2.79
H -0.30 0.02 0.74
H 0.53 1.73 0.77
H -1.10 1.37 0.21
C -0.08 -1.25 -2.06
C 1.24 -1.17 -1.34
H -0.75 -1.90 -1.51
H -0.51 -0.23 -2.08
H 0.02 -1.59 -3.09
H 1.09 -0.98 -0.25
H 1.88 -0.40 -1.77
H 1.97 -2.00 -1.36

***

(R)
16
Properties=species:S:1:pos:R:3 method="wB97M-V/def2-TZVPD" s2=0.754 multiplicity=2 charge=+1 homo_lumo_gap_ev="14.02 / 3.73"
C 0.87 -1.39 -0.61
C 1.50 -2.69 -0.28
H 0.30 -0.97 0.27
H 1.53 -0.59 -0.95
H 0.11 -1.49 -1.42
H 1.27 -3.42 -1.12
H 1.04 -3.17 0.59
H 2.58 -2.66 -0.28
C -0.53 1.72 0.20
C -1.78 2.41 0.68
H -0.67 1.01 -0.61
H 0.29 2.40 0.01
H -0.30 1.01 1.08
H -1.72 2.55 1.77
H -1.79 3.42 0.26
H -2.69 1.88 0.41

***

Relative stability in eV, measured from the most stable structure: (P) 0.282; (Q) 0.000; (R) 0.182

***

(P)
25
Properties=species:S:1:pos:R:3 method="wB97M-V/def2-TZVPD" charge=-1 homo_lumo_gap_ev=6.67
C -1.87 2.27 -1.07
C -3.01 1.89 -0.13
C -2.05 1.62 -2.44
O -3.14 1.16 -2.83
O -1.03 1.71 -3.21
H -1.71 3.33 -1.25
H -0.91 1.87 -0.72
H -2.90 2.36 0.85
H -3.02 0.80 -0.03
H -3.94 2.06 -0.67
C 2.85 -0.01 2.07
C 0.74 -1.16 -0.89
C 0.39 -2.43 -0.46
C 1.53 -0.40 -0.04
C 1.99 -0.86 1.18
C 0.83 -2.94 0.74
C 1.53 -2.11 1.62
H 0.33 -0.73 -1.80
H -0.19 -3.07 -1.12
H 1.84 0.61 -0.30
H 0.55 -3.92 1.10
H 2.96 -0.49 3.04
H 2.53 1.02 2.14
H 1.86 -2.47 2.59
H 3.85 -0.09 1.62

***

(Q)
25
Properties=species:S:1:pos:R:3 method="wB97M-V/def2-TZVPD" charge=-1 homo_lumo_gap_ev=6.65
C 1.37 1.07 -0.78
C 0.99 2.58 -0.69
C 2.88 0.90 -0.41
O 3.48 0.02 -1.10
O 3.33 1.56 0.54
H 0.94 0.44 0.00
H 1.20 0.78 -1.82
H 1.31 2.95 0.27
H -0.04 2.64 -1.06
H 1.48 3.11 -1.52
C -3.12 -0.61 -1.56
C -0.79 -1.26 1.92
C -0.47 -1.96 0.79
C -1.86 -0.35 1.97
C -1.24 -1.75 -0.39
C -2.62 -0.15 0.85
C -2.29 -0.86 -0.34
H -0.22 -1.41 2.82
H 0.18 -2.81 0.64
H -2.05 0.40 2.73
H -1.02 -2.27 -1.31
H -3.53 0.45 0.78
H -2.96 -1.45 -2.25
H -2.88 0.33 -2.06
H -4.19 -0.59 -1.38

***

(R)
25
Properties=species:S:1:pos:R:3 method="wB97M-V/def2-TZVPD" charge=-1 homo_lumo_gap_ev=6.81
C 0.33 -2.38 2.14
C 0.53 -1.32 3.23
C 1.65 -2.92 1.53
O 2.71 -2.68 2.17
O 1.53 -3.60 0.49
H -0.25 -3.25 2.42
H -0.24 -1.85 1.37
H -0.30 -1.30 3.96
H 0.64 -0.35 2.77
H 1.42 -1.54 3.83
C -2.71 1.31 -1.30
C 0.90 0.26 -1.75
C 1.53 1.49 -1.93
C -0.46 0.22 -1.55
C -1.24 1.38 -1.53
C 0.78 2.65 -1.85
C -0.61 2.59 -1.72
H 1.47 -0.64 -1.74
H 2.60 1.55 -2.06
H -0.97 -0.70 -1.28
H 1.26 3.63 -1.87
H -3.23 2.26 -1.48
H -2.96 1.14 -0.25
H -1.18 3.52 -1.76
H -3.23 0.53 -1.85

***

Relative stability in eV, measured from the most stable structure: (P) 0.153; (Q) 0.708; (R) 0.000

***

(P)
2
Properties=species:S:1:pos:R:3 method="wB97M-V/def2-TZVPD" smiles=N#N charge=0 homo_lumo_gap_ev=16.82
N 0.00 0.00 0.55
N 0.00 0.00 -0.55

***

(Q)
2
Properties=species:S:1:pos:R:3 method="wB97M-V/def2-TZVPD" smiles=N#N charge=0 homo_lumo_gap_ev=9.75
N -0.66 0.17 0.48
N 0.66 -0.17 -0.48

***

Relative stability in eV, measured from the most stable structure: (P) 0.000; (Q) 8.612

***

(P)
13
Properties=species:S:1:pos:R:3 method="wB97M-V/def2-TZVPD" smiles=CSS.CS charge=0 homo_lumo_gap_ev=9.73
C -1.97 4.22 -2.15
S -3.53 3.77 -1.36
S -3.90 1.89 -2.10
H -2.11 4.45 -3.24
H -1.13 3.58 -1.89
H -1.63 5.11 -1.58
H -3.41 1.18 -1.09
C 2.53 -3.88 2.05
S 3.77 -4.31 3.25
H 1.76 -3.58 2.74
H 2.64 -2.97 1.47
H 2.18 -4.64 1.32
H 4.79 -4.82 2.59

***

(Q)
13
Properties=species:S:1:pos:R:3 method="wB97M-V/def2-TZVPD" smiles=CSS.CS charge=0 homo_lumo_gap_ev=9.57
C -1.15 1.15 0.81
S -0.38 0.82 2.50
S -0.45 -1.26 2.87
H -0.57 0.36 0.40
H -0.68 2.00 0.29
H -2.22 1.21 0.79
H 0.68 -1.41 2.20
C 0.39 -0.32 -1.83
S 1.58 -1.55 -1.30
H -0.61 -0.72 -1.65
H 0.54 0.58 -1.20
H 0.29 -0.15 -2.93
H 2.58 -0.70 -0.96

***

(R)
13
Properties=species:S:1:pos:R:3 method="wB97M-V/def2-TZVPD" smiles=CCS.SS charge=0 homo_lumo_gap_ev=8.76
C -1.31 -1.94 1.39
C -0.94 -0.51 1.06
S -1.96 0.65 2.09
H -2.37 -2.08 1.21
H -1.07 -2.23 2.41
H -0.78 -2.66 0.77
H 0.09 -0.20 1.20
H -1.21 -0.29 0.03
H -0.98 1.48 2.40
S 2.86 0.88 -2.57
S 3.19 2.09 -4.23
H 2.06 1.66 -1.82
H 2.42 3.14 -3.94

***

Relative stability in eV, measured from the most stable structure: (P) 0.000; (Q) 0.441; (R) 0.066

***

(P)
8
Properties=species:S:1:pos:R:3 method="wB97M-V/def2-TZVPD" charge=0 homo_lumo_gap_ev="5.71 / 10.06"
N 1.06 -0.08 0.14
N 1.70 -0.69 -0.79
N -1.39 0.38 0.15
Cl 1.08 -2.26 -1.11
Cl -1.63 1.71 -0.84
Cl -2.01 0.64 1.70
H 0.27 -0.60 0.56
H 0.92 0.90 0.19

***

(Q)
8
Properties=species:S:1:pos:R:3 method="wB97M-V/def2-TZVPD" charge=0 homo_lumo_gap_ev=7.47
N 0.85 0.69 0.73
N -0.05 -0.62 -2.02
N -0.68 -0.73 -1.09
Cl 2.34 -0.15 0.48
Cl -1.43 -2.02 -0.12
Cl -2.02 0.71 -0.62
H 0.61 1.72 1.06
H 0.38 0.41 1.57

***

Relative stability in eV, measured from the most stable structure: (P) 0.537; (Q) 0.000

***

(P)
14
Properties=species:S:1:pos:R:3 method="wB97M-V/def2-TZVPD" smiles="C=C[C@@H]1O[C@@H]1CF" charge=0 homo_lumo_gap_ev=11.07
C -2.49 -0.26 0.03
C -1.31 -0.26 -0.42
C -0.37 0.69 0.13
O 0.50 1.37 -0.75
C 1.06 0.47 0.42
C 1.94 -0.56 -0.17
F 3.28 -0.07 -0.08
H -3.45 -0.89 -0.36
H -2.57 0.28 1.03
H -0.95 -1.02 -1.08
H -0.79 1.44 0.87
H 1.63 0.92 1.25
H 1.75 -1.50 0.47
H 1.76 -0.60 -1.33

***

(Q)
14
Properties=species:S:1:pos:R:3 method="wB97M-V/def2-TZVPD" charge=0 homo_lumo_gap_ev="8.51 / 8.51"
C 0.66 -2.09 0.29
C -2.04 0.98 -0.40
C 0.70 -0.92 -0.12
C -1.75 -0.27 -0.01
C 1.62 1.22 0.10
O 1.34 0.06 -0.58
F -2.51 -1.35 0.20
H 1.38 -2.82 0.11
H -0.32 -2.50 0.50
H -3.13 1.28 -0.37
H -1.14 1.55 -0.68
H 1.84 2.05 -0.59
H 2.54 1.23 0.84
H 0.82 1.59 0.73

***

Relative stability in eV, measured from the most stable structure: (P) 0.000; (Q) 3.224